ORCA calculation (ωB97M-V with the def2-TZVPD basis set) on an isolated ion of composition C2H3O2Se and charge -1 in a non-equilibrium geometry.

As for the total energy: -2629.96842 Ha. Its LUMO energy is 3.83 eV. Its charge is -1. Its HOMO-LUMO gap is 0.2522 Ha. Its energy above the lowest of the compared OMol25 structures with the same formula, charge and spin is 0.3618 eV.

Last column: natural (NBO) charge in e.
Geometry (Å):
C: 0.40061 0.40507 -0.68234  0.776
C: -0.13029 0.29405 0.70477  -0.733
O: 0.16980 -0.79518 -1.42991  -0.777
O: 0.95019 1.33254 -1.22435  -0.629
Se: -0.09238 -1.37122 1.48755  -0.537
H: -1.30964 0.51370 0.38099  0.206
H: 0.19653 1.05579 1.40614  0.225
H: -0.18481 -1.43475 -0.64285  0.469

Force components x, y, z for each atom (eV/Å):
0.63 -2.23 -1.94
-3.45 2.38 -1.52
-0.56 1.02 2.94
-0.29 0.04 0.39
0.09 -2.57 1.21
2.55 -0.07 1.12
0.09 0.39 -0.52
0.94 1.02 -1.69

ORCA calculation (ωB97M-V with the def2-TZVPD basis set) on C2H3O2Se as an isolated structure in a non-equilibrium geometry.

As for the total energy: -2629.89538 Ha. Its LUMO energy is 3.73 eV. Its charge is -1. Its HOMO-LUMO gap is 0.2652 Ha. Its energy above the lowest of the compared OMol25 structures with the same formula, charge and spin is 2.3494 eV.

Last column: natural (NBO) charge in e.
Geometry (Å):
C: 1.28307 -0.51974 0.09803  0.342
C: -0.40497 0.40281 -0.15062  -0.225
O: -1.95186 0.06818 -0.16257  -0.808
O: 1.32263 -1.70997 0.16141  -0.634
Se: 2.60889 0.74195 0.36285  -0.479
H: -0.25769 1.00918 0.71902  0.176
H: -0.41116 0.74351 -1.20988  0.180
H: -2.18892 -0.73593 0.18176  0.449

Force components x, y, z for each atom (eV/Å):
-2.45 0.21 0.01
-0.46 -1.67 -1.04
2.69 2.90 -1.09
-0.19 -0.30 -0.22
-0.05 0.39 -0.16
-0.10 1.06 -0.24
0.89 0.60 1.26
-0.32 -3.18 1.48

ORCA calculation (ωB97M-V with the def2-TZVPD basis set) on a 2-piece molecular cluster, C2H3O3S overall in a non-equilibrium geometry.

As for the total energy: -701.73091 Ha. Its LUMO energy (alpha / beta) is 2.81 / 3.36 eV. Its charge is -1. Its HOMO-LUMO gap (alpha / beta) is 0.2674 / 0.2911 Ha. Its energy above the lowest of the compared OMol25 structures with the same formula, charge and spin is 7.1814 eV.

Last column: natural (NBO) charge in e.
Geometry (Å):
C: 1.48718 0.56612 -0.20980  0.219
C: 0.39316 -0.12592 -0.71154  -0.495
O: -2.19344 -0.25331 -0.80499  -0.983
O: 2.68859 0.28687 -0.14307  -0.645
O: -1.11298 1.38449 0.68036  -0.998
S: -1.13343 0.04466 0.09462  1.931
H: 1.03458 1.59188 -0.07118  0.136
H: 0.27603 -2.55935 -0.08257  -0.113
H: -1.43968 -0.93544 1.24816  -0.052

Force components x, y, z for each atom (eV/Å):
0.85 0.18 -0.18
-1.54 -2.25 0.75
-1.29 -0.60 -0.78
-0.65 0.47 0.17
-0.42 -0.51 0.22
0.94 0.21 1.53
0.89 0.03 0.40
0.12 0.93 -0.29
1.10 1.55 -1.82

ORCA calculation (ωB97M-V with the def2-TZVPD basis set) on an isolated ion of composition C2H3O3S and charge -1 in a non-equilibrium geometry.

As for the total energy: -701.90060 Ha. Its LUMO energy is 3.82 eV. Its charge is -1. Its HOMO-LUMO gap is 0.2874 Ha. Its energy above the lowest of the compared OMol25 structures with the same formula, charge and spin is 2.5641 eV.

Last column: natural (NBO) charge in e.
Geometry (Å):
O: -2.59120 0.18067 0.27319  -0.703
C: -1.38102 0.32274 0.33782  0.323
C: -0.36001 -0.62570 0.28938  -0.898
S: 1.17061 -0.01858 -0.12061  2.117
O: 2.19043 -0.72494 0.50548  -1.005
O: 1.20125 1.36633 -0.14440  -1.020
H: -1.14684 1.41254 0.37496  0.112
H: -0.53569 -1.74215 0.02205  0.216
H: 1.45247 -0.17092 -1.53786  -0.142

Force components x, y, z for each atom (eV/Å):
-1.93 -1.28 0.23
-0.11 1.67 -0.65
0.69 -1.66 -0.99
-2.73 -2.42 -3.70
3.27 -2.36 1.98
0.05 5.23 0.97
1.11 -0.49 0.19
0.28 2.12 0.73
-0.63 -0.81 1.23

ORCA calculation (ωB97M-V with the def2-TZVPD basis set) on an isolated ion of composition C2H3O3S and charge -1 in a non-equilibrium geometry.

As for the total energy: -701.94567 Ha. Its LUMO energy is 4.03 eV. Its charge is -1. Its HOMO-LUMO gap is 0.3202 Ha. Its energy above the lowest of the compared OMol25 structures with the same formula, charge and spin is 1.3375 eV.

Last column: natural (NBO) charge in e.
Geometry (Å):
C: -1.43039 -0.35763 0.41442  -0.406
C: -0.51925 0.17615 -0.31862  -0.474
S: 1.21366 0.21921 -0.10294  2.370
O: 1.37655 0.30616 1.35141  -1.042
O: 1.67817 1.44129 -0.73899  -1.033
O: 1.76106 -0.99590 -0.76253  -1.019
H: -2.47136 -0.52833 0.17137  0.181
H: -1.07682 -0.97377 1.26240  0.207
H: -0.53161 0.71282 -1.27651  0.216

Force components x, y, z for each atom (eV/Å):
-0.84 -2.36 1.72
1.59 1.64 -3.00
2.38 -0.92 1.55
0.12 -0.73 -0.14
-0.50 0.24 -0.65
-0.99 1.07 0.77
-0.08 0.58 -0.24
-0.22 0.68 -0.16
-1.45 -0.20 0.14

ORCA calculation (ωB97M-V with the def2-TZVPD basis set) on C2H3O3Sc as an isolated structure in a non-equilibrium geometry.

As for the total energy: -1064.38948 Ha. Its LUMO energy (alpha / beta) is -0.84 / -0.83 eV. Its HOMO-LUMO gap (alpha / beta) is 0.2378 / 0.2379 Ha. Its energy above the lowest of the compared OMol25 structures with the same formula, charge and spin is 0.2438 eV.

Last column: natural (NBO) charge in e.
Geometry (Å):
O: 1.72544 -1.06425 0.00615  -0.894
C: 0.82638 -0.16931 0.06522  0.976
O: -0.43271 -0.68768 0.01055  -0.528
O: 0.99798 1.04877 0.07217  -0.718
Sc: 3.84795 -0.65628 -0.09574  0.853
C: -1.52300 0.21811 -0.01007  -0.249
H: -1.47699 0.86789 -0.89398  0.186
H: -2.42874 -0.39597 -0.05009  0.188
H: -1.53630 0.83872 0.89578  0.187

Force components x, y, z for each atom (eV/Å):
2.61 -0.76 0.11
-1.40 1.73 -0.74
0.56 -0.55 0.20
0.19 -0.49 0.27
-2.16 -0.20 0.12
-0.10 0.39 0.05
0.02 -0.12 0.25
0.27 0.10 0.01
0.02 -0.11 -0.26

ORCA calculation (ωB97M-V with the def2-TZVPD basis set) on C2H3O3Si as an isolated structure in a non-equilibrium geometry.

As for the total energy: -593.22564 Ha. Its LUMO energy is 3.56 eV. Its charge is -1. Its HOMO-LUMO gap is 0.2989 Ha. Its energy above the lowest of the compared OMol25 structures with the same formula, charge and spin is 0.5802 eV.

Last column: natural (NBO) charge in e.
Geometry (Å):
C: -0.09534 1.58876 0.33575  0.648
C: 0.72049 0.30199 0.70187  0.168
O: 0.15718 2.67959 0.78714  -0.667
O: -0.97045 1.22511 -0.51349  -0.731
O: 1.45782 -0.06117 1.78682  -0.573
Si: -0.25535 -1.01547 -0.45250  0.748
H: -1.72032 -1.50880 -0.59358  -0.165
H: 0.52362 -2.22731 -0.08668  -0.241
H: 0.18235 -0.98270 -1.96532  -0.187

Force components x, y, z for each atom (eV/Å):
0.75 -0.35 -0.33
1.93 -3.44 5.54
0.15 1.19 0.56
0.10 -0.87 0.35
-4.04 2.73 -6.36
0.76 0.30 -1.79
0.86 0.61 0.63
-0.21 -0.49 0.26
-0.30 0.32 1.13

ORCA calculation (ωB97M-V with the def2-TZVPD basis set) on an isolated ion of composition C2H3O3Si and charge -1 in a non-equilibrium geometry.

As for the total energy: -593.17763 Ha. Its LUMO energy is 3.94 eV. Its charge is -1. Its HOMO-LUMO gap is 0.2876 Ha. Its energy above the lowest of the compared OMol25 structures with the same formula, charge and spin is 1.8867 eV.

Last column: natural (NBO) charge in e.
Geometry (Å):
O: -2.28813 0.39617 1.80633  -0.639
C: -1.97436 0.33881 0.64206  0.665
C: -1.20530 0.58184 -0.52349  0.049
O: 0.03469 -0.59437 -0.33207  -1.061
Si: 1.56237 -0.13220 -0.32392  1.298
O: -2.46741 -0.26030 -0.44608  -0.535
H: 2.28457 -1.38418 0.32138  -0.255
H: 1.81550 0.93860 0.48597  -0.264
H: 2.23807 0.11563 -1.63019  -0.259

Force components x, y, z for each atom (eV/Å):
0.06 0.05 -0.44
-0.57 -0.59 0.62
2.28 -0.54 -0.57
-2.19 0.99 -0.29
0.25 -3.21 -0.66
-0.18 -0.03 0.46
-0.22 1.04 -0.57
0.63 2.25 1.54
-0.07 0.04 -0.08

ORCA calculation (ωB97M-V with the def2-TZVPD basis set) on an isolated ion of composition C2H3O5P and charge -2 in a non-equilibrium geometry.

As for the total energy: -795.66924 Ha. Its LUMO energy is 7.16 eV. Its charge is -2. Its HOMO-LUMO gap is 0.2882 Ha. Its energy above the lowest of the compared OMol25 structures with the same formula, charge and spin is 0.3475 eV.

Last column: natural (NBO) charge in e.
Geometry (Å):
C: -0.22060 0.27664 -0.09112  -1.017
P: 1.54016 1.06739 -0.24653  2.379
O: 1.08716 2.51504 -0.51103  -1.242
O: 2.51339 0.76027 0.76833  -1.187
O: 2.09040 0.55513 -1.71253  -0.893
C: 2.67432 -0.79841 -1.59728  0.969
O: 2.10824 -1.53729 -0.80584  -0.780
O: 3.53682 -0.95039 -2.46728  -0.806
H: -0.75964 0.52568 0.92175  0.172
H: -0.90394 0.83930 -0.69882  0.201
H: -0.41559 -0.83969 -0.18727  0.204

Force components x, y, z for each atom (eV/Å):
-0.69 -0.85 2.46
-3.78 2.56 -3.51
0.54 -1.03 0.53
1.76 -0.66 2.80
-0.15 -0.74 1.39
-0.78 1.26 -1.81
0.11 -0.97 0.48
0.77 -0.68 0.05
1.49 -0.31 -1.06
0.00 0.15 -1.10
0.71 1.27 -0.24